Here is a single C4H9NO2 molecule from OMol25. Energies are from the ωB97M-V functional and the def2-TZVPD basis.

XYZ file:
```
16
Properties=species:S:1:pos:R:3:mulliken_charge:R:1
C 0.7726 0.5242 0.1362 -0.309
H 0.9526 1.3113 -0.6128 0.283
H 2.5179 -0.6133 -0.3984 0.331
H 1.9137 -0.9483 1.2222 0.330
H 2.7903 0.5605 0.8985 0.392
H 0.3633 1.0194 1.0215 0.314
O -1.9264 -0.4646 0.9867 -0.497
H -2.3356 -0.6175 -1.0510 0.407
C -1.6822 0.0047 -0.4371 -0.368
H -0.5804 -2.0382 -1.4611 0.236
N 0.1626 -1.4512 -1.0894 -0.692
H -1.4558 0.0797 1.6334 0.341
O -1.9331 1.3231 -0.7336 -0.517
H -1.4080 1.9040 -0.1629 0.361
C -0.2373 -0.4320 -0.4451 0.777
C 2.0858 -0.1618 0.4928 -1.388
```

The net charge is 0. For the calculated total energy, the calculation gives -363.0103 Ha.



Here is a single C4H7NO molecule from OMol25. Energies are from the ωB97M-V functional and the def2-TZVPD basis.

XYZ file:
```
13
Properties=species:S:1:pos:R:3:mulliken_charge:R:1
C 0.3252 -1.2178 -0.4354 -0.342
C -1.1023 -0.6951 -0.7116 -0.867
H -1.2442 -0.3596 1.2445 0.245
H 0.6305 -1.9102 -1.2294 0.317
H 1.2466 0.7707 1.3108 0.381
N -0.9924 0.6042 0.9970 -0.627
H -1.8674 1.1163 1.0706 0.274
C -0.5373 0.6811 -0.4180 0.317
H -0.8936 1.6079 -0.8736 0.531
H 0.4587 -1.7523 0.5142 0.295
C 0.9201 0.2152 -0.4762 -0.329
O 1.7922 0.6589 0.5160 -0.557
H 1.3842 0.4235 -1.4453 0.362
```

The net charge is 0. For the calculated total energy, the calculation gives -286.4387 Ha.



Q: calculated total energy of number 1 (C4H9NO2)?
A: -363.0103 Ha



Q: Among the records above, which one has the highest calculated total energy?
A: C4H7NO



Q: Which of these has the highest calculated total energy?
A: C4H7NO